Record 1
A 10-piece molecular cluster, C52H122N6O4 overall in a non-equilibrium geometry, computed with ωB97M-V/def2-TZVPD.

Each line ends with the Löwdin charge.
CARTESIAN COORDINATES (ANGSTROEM)
1 H 1.2903 1.2810 5.3251  0.0855
2 C -1.9238 4.6133 3.0140  -0.1450
3 H -6.3292 -1.8210 -0.8470  0.1152
4 H -2.3253 1.7844 -9.5808  0.0534
5 C 0.2316 -5.2369 -0.2630  -0.2470
6 H -0.5291 -3.3933 -5.1220  0.1011
7 C -0.0133 1.6577 -1.2056  -0.2240
8 H -1.7146 -0.7193 -2.2870  0.0763
9 H -0.7999 -5.0370 -0.5533  0.0893
10 C 0.4686 -5.9296 2.6097  -0.0949
11 H 1.0737 2.8666 -4.6011  0.0540
12 H -6.0407 3.1570 -1.3591  0.1224
13 H 4.9582 -0.9474 -1.3709  0.1205
14 H 1.2005 -0.9311 -1.3251  0.0983
15 H 1.5991 4.2108 0.8526  0.0557
16 C -5.2836 -5.3186 -0.8584  -0.0867
17 O -0.8811 2.9914 4.3831  -0.1611
18 H -4.6582 -1.9031 1.0576  0.1199
19 H 4.5181 2.0166 -1.7091  0.0993
20 H 1.4067 -6.4748 2.7138  0.0802
21 H 3.3810 -0.8910 3.7664  0.0831
22 H -6.1409 -3.8446 0.4427  0.1157
23 H 0.0675 4.7884 2.1671  0.0751
24 H 0.6383 -4.8540 2.5607  0.0643
25 O -4.6971 1.9953 -0.3887  -0.1430
26 C 4.4891 -0.0119 -1.0661  -0.1913
27 C 5.1728 1.1527 -1.8232  -0.1917
28 C 3.6534 3.6203 3.3338  -0.1706
29 H -0.6345 1.8667 -9.8722  0.0769
30 C 4.7292 0.3571 0.3521  -0.1773
31 H -6.2574 -2.9913 -2.0813  0.1053
32 H 0.5431 -4.5110 0.4880  0.0961
33 H 5.6669 4.1310 3.8984  0.0870
34 C 0.1840 3.9598 4.1250  -0.1919
35 H -1.2210 1.5432 2.0487  0.0810
36 H -0.4745 -7.6641 1.7440  0.1054
37 H -0.3157 3.3900 -8.0200  0.0947
38 C -2.1258 3.7205 4.2223  -0.1675
39 H -2.0166 4.1028 2.0554  0.0938
40 H 4.0576 1.2053 0.4850  0.0735
41 O -1.8779 -5.9685 -4.0080  -0.1211
42 C -5.3954 3.2154 -0.4825  -0.1975
43 H 4.1615 5.7350 1.4159  0.1470
44 H 0.0907 2.5544 1.4475  0.0483
45 C 2.6255 4.5126 0.6442  -0.0502
46 H -0.0831 -7.3727 -1.6666  0.0991
47 C -0.4459 4.9030 3.1217  -0.1890
48 H -2.9692 3.0595 4.0225  0.1285
49 H 1.6117 2.2835 -6.2047  0.0843
50 H -1.9988 -2.8189 -0.2117  0.0503
51 H -0.3167 -0.2171 -3.1806  0.0506
52 H -3.9985 4.7707 0.1596  0.0992
53 H -3.1929 3.1995 -2.1693  0.1195
54 C 3.6774 0.5188 5.4744  -0.2666
55 H -1.4143 -7.3825 -0.5968  0.1152
56 C 0.4007 0.4582 0.9145  -0.2310
57 H -0.0058 -5.5853 -4.5678  0.1101
58 C 1.5702 2.2042 7.2360  -0.0854
59 N 2.6068 0.0841 6.2960  -0.1624
60 H -2.5879 5.4767 3.0526  0.1239
61 H -0.2050 5.9146 3.4485  0.1105
62 H 3.7572 6.6243 6.0237  0.0938
63 C -1.4095 -0.9406 -6.6152  -0.0774
64 C 0.1301 -0.8322 -1.1450  -0.2560
65 C -0.4035 1.7406 -5.7752  -0.2972
66 C 2.1304 -1.0754 8.4919  -0.1033
67 O 6.3365 1.4125 -1.0717  -0.1302
68 C 3.1321 5.5167 1.7000  -0.1816
69 H 4.3498 -0.3390 1.1001  0.1073
70 C -2.6079 -2.4998 0.6340  -0.0742
71 H 1.6821 1.9619 8.2928  0.0715
72 H 3.3146 0.5493 8.2915  0.0985
73 H 1.2481 -0.4399 8.5682  0.0605
74 H 2.4210 0.5502 3.6416  0.0444
75 H 0.3169 1.3710 2.7454  0.0562
76 H 6.3305 1.6943 0.9651  0.0858
77 C 1.3875 1.8950 -1.7646  -0.0780
78 C -5.0531 -1.3537 -2.6105  -0.0576
79 H 5.4081 0.9691 -2.8716  0.1287
80 H 1.0520 3.4372 3.7230  0.0825
81 H -3.3416 -4.1096 -5.2906  0.1230
82 H 3.8431 1.5914 5.5749  0.0855
83 C -1.1656 2.7125 -7.9378  -0.2149
84 H -5.9589 3.3956 0.4330  0.1196
85 H -0.5475 -1.3454 -7.1455  0.0832
86 H -2.7536 0.8390 -6.7197  0.1128
87 N -0.7849 1.4539 -7.1539  -0.1678
88 N 0.3417 -6.6117 0.2428  -0.1733
89 H -2.0837 3.8408 -0.8954  0.1008
90 C -1.3260 -4.0901 -5.3817  -0.2128
91 H 1.8440 -1.9781 7.9522  0.0853
92 H 0.5356 0.4245 6.6705  0.1170
93 H -0.5780 -1.9355 -2.8545  0.0633
94 H -2.0173 3.2360 -7.5035  0.1094
95 C 5.1750 3.5411 3.1251  -0.0144
96 H -2.3230 4.3056 5.1206  0.1246
97 H 2.4076 -1.2552 9.5306  0.0852
98 C -0.9909 -5.5290 -5.0310  -0.1797
99 C -5.6216 -2.3086 -1.5176  -0.2440
100 H 5.5954 2.5380 3.0530  0.0823
101 C -0.6558 -0.9335 -2.4324  -0.0608
102 C -1.8586 0.4408 -7.1977  -0.2287
103 H 1.7230 1.1899 -2.5251  0.0737
104 H -0.2658 0.8155 -5.2155  0.0816
105 H -2.1171 0.2886 -8.2456  0.0933
106 H -1.7850 -4.4120 -2.5956  0.0945
107 H -2.8631 1.2289 -0.8787  0.1018
108 N -0.1650 0.3972 -0.4386  -0.1650
109 C 1.4202 0.9836 6.3656  -0.2251
110 H 2.1741 -4.9636 -1.2253  0.0708
111 H -4.4477 -0.5543 -2.1833  0.0412
112 H 3.2162 3.6011 0.5521  0.0627
113 N -4.5907 -3.0050 -0.7686  -0.1667
114 H 3.4650 -0.2766 -1.3294  0.0893
115 H -1.5967 3.3689 -9.9771  0.0717
116 H 0.3670 4.4809 5.0648  0.1078
117 H -0.7609 1.5944 -1.9963  0.0991
118 C -2.5480 -3.8536 -4.5887  -0.1698
119 H 3.3867 3.2488 4.3232  0.0956
120 C 3.1267 -0.3325 7.6791  -0.2420
121 H 4.0232 -0.9480 7.6046  0.1135
122 H 0.5264 3.5643 -6.1674  0.0584
123 H -0.5965 -9.6347 -1.0462  0.0738
124 H -1.2263 -0.9452 -5.5407  0.0408
125 H -5.8820 -0.9095 -3.1615  0.0713
126 H -1.2489 2.2100 -5.2722  0.1106
127 H 4.1378 0.6516 3.3396  0.0370
128 C -2.3982 -4.8407 -3.3882  -0.1988
129 H 3.0749 2.9601 2.6877  0.1055
130 H 2.7466 6.9065 3.7473  0.1346
131 N 3.1050 4.9856 3.0415  0.0470
132 H 4.4293 6.5750 3.7249  0.1485
133 H 2.5078 6.3911 1.5163  0.1438
134 H -4.2884 -5.7094 -1.0707  0.0580
135 C 0.0415 -9.0108 -0.4203  -0.0737
136 C -0.1638 1.5492 1.7834  -0.0768
137 C 3.4661 6.1090 3.9328  -0.1688
138 H -5.7461 -5.0749 -1.8148  0.0685
139 H 2.1557 1.8399 -0.9932  0.0374
140 H 0.6843 2.8306 7.1306  0.0723
141 H -4.4830 4.9117 -1.5507  0.1132
142 H 4.5754 -0.0504 5.7145  0.1171
143 H 2.4633 5.5504 5.7964  0.0726
144 H -0.0636 -1.6877 -0.4979  0.0942
145 C 3.3897 0.1786 3.9758  -0.0687
146 H -4.4569 -1.8208 -3.3944  0.0496
147 H 2.4337 2.7985 6.9374  0.0574
148 C -3.2545 2.1205 -0.3889  -0.2027
149 H -4.5421 -4.3993 0.8589  0.1072
150 H 6.9089 0.0631 0.5417  0.1206
151 H -3.3242 -4.9961 -2.8346  0.0945
152 H 1.4765 0.5431 0.7606  0.0984
153 H 4.1437 4.9286 5.6363  0.0741
154 H -1.4682 -3.9763 -6.4564  0.1071
155 H 0.8094 -4.0640 -1.9874  0.0494
156 C 1.1273 -4.9995 -1.5271  -0.0598
157 H -5.8579 -6.0448 -0.2831  0.0774
158 C 3.4680 5.7582 5.4283  -0.0485
159 C -4.2993 4.2179 -0.7303  -0.1584
160 H -3.9018 -1.1016 -0.2757  0.0876
161 C -0.3349 -7.5326 -0.6182  -0.2843
162 H -2.8080 2.2231 0.6002  0.0956
163 H 2.6311 4.9676 -0.3463  0.0975
164 C 0.7652 2.6501 -5.6239  -0.0881
165 C -3.0562 3.3959 -1.1059  -0.1912
166 H -2.1973 -1.6660 -6.8181  0.0643
167 C -1.4598 2.4313 -9.4383  -0.0960
168 C -3.9953 -2.0733 0.2093  -0.2489
169 H -0.0220 -9.3471 0.6146  0.0581
170 H 1.0669 -9.2332 -0.7156  0.0722
171 H -1.1078 -6.1164 -5.9417  0.1245
172 H 0.2009 -0.4540 1.4766  0.1170
173 C -5.1686 -4.0972 0.0197  -0.2732
174 H -1.9598 -1.7331 1.0584  0.0592
175 H -0.3219 2.5640 -0.6845  0.0844
176 H 5.4312 4.0137 2.1769  0.0811
177 H 1.4825 2.8835 -2.2140  0.0680
178 H -2.6732 -2.8047 -4.3199  0.0823
179 H -2.6770 -3.3688 1.2884  0.0632
180 H -1.3386 -6.1370 1.4545  0.1107
181 H -0.0070 -6.1975 3.5531  0.0723
182 C 6.2223 0.8640 0.2673  -0.1403
183 C -0.3557 -6.5967 1.5578  -0.2608
184 H 0.9920 -5.8072 -2.2464  0.0501

- E_LUMO (spin up / spin down) (eV) = -2.38 / -7.03
- ⟨S²⟩ = 0.75
- 2S+1 = 2
- total energy (eV) = -73020.0348
- net charge = +1
- largest force on an atom (eV Å⁻¹) = 3.5



Record 2
A 2-piece molecular cluster, C5H16N3 overall in a non-equilibrium geometry, computed with ωB97M-V/def2-TZVPD.

Each line ends with the Löwdin charge.
CARTESIAN COORDINATES (ANGSTROEM)
1 H -0.2472 0.8112 2.0456  0.1062
2 C -1.9227 0.0692 -0.4536  -0.2188
3 H -1.9733 0.7370 -1.3690  0.0073
4 H 2.2588 -2.0820 -1.0649  0.0844
5 H -3.4113 -0.4738 0.9511  0.1493
6 H -0.2008 2.0731 -0.9671  0.1026
7 H -0.2317 2.3519 0.9809  0.0975
8 H -1.4388 -0.9160 -0.6988  0.0113
9 C 0.3651 1.4719 1.3521  0.0103
10 H 2.7289 -1.7675 1.1888  0.1045
11 H 0.7428 1.0356 -1.9786  0.1426
12 N -3.3662 -0.1579 -0.0446  -0.0003
13 N 0.4725 1.3414 -1.0266  0.1705
14 C 0.7674 0.6783 0.0640  -0.3615
15 H 1.3094 1.7123 1.7880  0.0707
16 C 1.8503 -1.1256 1.3040  -0.0067
17 H -3.7479 -0.8548 -0.6661  0.1145
18 H 0.9844 -1.1632 -1.9146  0.1088
19 H 2.2824 -0.4149 1.9160  0.0672
20 H 2.4379 -0.5768 -1.8467  0.1032
21 H -3.9655 0.7336 -0.2220  0.1864
22 H 1.1326 -1.8276 1.7432  0.1141
23 C 1.8062 -1.1379 -1.1426  -0.0494
24 N 1.3669 -0.5177 0.0615  -0.1148

- E_LUMO (eV) = -2.54
- energy above the lowest of the compared OMol25 structures with the same formula, charge and spin (eV) = 4.268
- total energy (eV) = -9905.4481
- net charge = +1
- largest force on an atom (eV Å⁻¹) = 4.3



Record 3
C29H26F3GeIrN3O9S as an isolated structure, computed with ωB97M-V/def2-TZVPD.

Each line ends with the Löwdin charge.
CARTESIAN COORDINATES (ANGSTROEM)
1 H 6.1035 -1.5892 3.9299  0.1014
2 O 3.0415 2.0594 -0.2225  0.0243
3 Ge 2.1176 -2.9510 -0.1092  0.9020
4 O -0.1031 0.2032 9.4165  0.0784
5 C 2.2734 -6.9293 -1.5384  -0.0872
6 C 1.9144 -7.6817 -0.4301  -0.0923
7 C 4.2147 -1.0665 3.0530  -0.0866
8 O 1.0129 -1.5479 8.8526  0.0788
9 Ir -0.4400 -0.4242 0.1083  1.6017
10 H 1.1081 3.2690 0.5328  0.1699
11 O -3.8713 0.2526 -2.1955  -0.2325
12 N -0.4295 1.9120 0.1667  -0.0257
13 O 0.1362 -0.0586 2.2355  -0.1846
14 O -0.9517 1.8272 2.7847  0.0196
15 C 0.1779 -0.2142 7.1643  -0.1375
16 C 1.6785 -5.6645 0.8548  -0.1113
17 C -0.1800 0.4099 4.5238  -0.1148
18 C 2.0355 -4.8944 -0.2526  -0.2825
19 H -1.0512 2.3385 -0.5122  0.1210
20 C 3.4297 -2.5021 1.2682  -0.2733
21 N 0.8632 2.4309 0.0284  0.0637
22 C 3.6333 -1.2271 -4.2703  -0.0922
23 O 1.6004 0.3818 -0.6142  -0.0466
24 H -0.4030 -3.0127 0.5687  -0.0252
25 O -2.6262 0.1053 -0.0693  -0.4294
26 H 5.0186 1.7700 -0.5316  0.1016
27 H 6.4219 -3.5676 2.4792  0.1024
28 H 4.8160 -2.3280 -1.2976  0.0965
29 C 2.2728 -1.3864 -4.0398  -0.0781
30 C 4.5453 -1.5749 -3.2829  -0.0969
31 H -1.2103 2.1484 5.2089  0.1216
32 C -3.8752 -2.0287 -0.8971  -0.6823
33 C 5.5377 -2.9520 2.3709  -0.0843
34 C 5.3590 -1.8418 3.1856  -0.0892
35 F -3.0865 -2.7838 -0.1269  0.1257
36 H 1.5571 -1.1207 -4.8080  0.1048
37 C 4.0933 -2.0698 -2.0653  -0.1174
38 O -1.7330 -0.9900 -1.9869  -0.3725
39 H 2.3573 -0.7953 2.0223  0.0687
40 H 1.3364 -7.6317 1.6371  0.1013
41 F -4.9677 -1.7120 -0.2120  0.1556
42 C 4.5762 -3.2807 1.4241  -0.1105
43 C -0.5084 0.9435 6.8454  0.0151
44 H -0.8889 1.5759 7.6331  0.1206
45 C 1.6161 -7.0476 0.7693  -0.0892
46 H 4.1590 0.3213 0.0754  0.0854
47 H 0.8851 -1.3955 4.0932  0.1125
48 H 3.9817 -0.8388 -5.2192  0.1005
49 C 2.7306 -2.2290 -1.8190  -0.2960
50 C 3.2584 -1.3948 2.0999  -0.1238
51 H 2.6126 -4.9650 -2.3223  0.0954
52 S -2.9758 -0.5046 -1.3920  0.5153
53 C 0.6883 -1.0714 6.2073  0.0181
54 H 1.4483 -5.1821 1.7999  0.1031
55 F -4.2177 -2.7232 -1.9743  0.1580
56 C 1.8382 1.5475 -0.2791  -0.5559
57 C 4.1213 1.1665 -0.6075  0.0204
58 H 1.8669 -8.7611 -0.4987  0.1007
59 H 2.5061 -7.4198 -2.4754  0.1015
60 C -0.6827 1.2536 5.5079  0.0080
61 H 1.2167 -1.9625 6.5107  0.1214
62 H 0.7600 -2.0026 -2.6589  0.0880
63 C 0.5014 -0.7513 4.8726  0.0079
64 H -0.7645 2.0436 1.1466  0.0534
65 N 0.3757 -0.5480 8.5917  -0.3516
66 H 4.7178 -4.1636 0.8085  0.1038
67 H 5.6080 -1.4619 -3.4605  0.1019
68 C 1.8270 -1.8895 -2.8250  -0.1109
69 H 4.0614 -0.2109 3.7002  0.1034
70 C 2.3330 -5.5437 -1.4485  -0.1001
71 C -0.3688 0.7763 3.0759  -0.5491
72 C 0.3640 -2.2743 0.3171  -0.3355
73 H 3.9638 0.8164 -1.6246  0.0914

- E_LUMO (spin up / spin down) (eV) = -0.67 / -2.70
- energy above the lowest of the compared OMol25 structures with the same formula, charge and spin (eV) = 0.000
- ⟨S²⟩ = 8.76
- 2S+1 = 6
- total energy (eV) = -131728.0921
- largest force on an atom (eV Å⁻¹) = 0.4